1.
The molecule CH3NO2S, computed with ωB97M-V/def2-TZVPD.

```
8
Properties=species:S:1:pos:R:3:forces:R:3
C -0.193585 1.388211 -0.037629 2.0304 -1.7888 -5.5041
N -0.057672 -1.242862 -0.499219 0.7314 1.7650 -2.0808
O -0.223021 1.737543 -1.207985 0.2648 -1.0198 3.3105
O 0.008053 -0.235056 2.033024 -0.2056 -0.7343 -0.7750
S 0.691368 -0.287871 0.719445 -0.1161 2.0157 -0.0992
H -0.710311 1.807425 0.738941 -1.4952 1.3438 2.5596
H -0.001663 -2.228205 -0.314659 0.4180 -0.4329 -0.0353
H 0.486832 -0.939187 -1.431918 -1.6277 -1.1486 2.6243
```
Positions in Å, forces in eV/Å.

Calculated values
frontier orbital gap = 8.96 eV
energy above the lowest of the compared OMol25 structures with the same formula, charge and spin = 189.89 kJ/mol
max |F| = 6.13 eV/A
electronic energy = -643.2418 Ha
LUMO level = -0.0007 Eh

2.
A structure of composition C21H30N7O7P2STi, computed with ωB97M-V/def2-TZVPD.

```
69
Properties=species:S:1:pos:R:3:forces:R:3
Ti 1.139676 -0.067999 -0.384264 -0.2195 -0.3813 -0.0431
C 2.957716 2.021241 1.299527 0.0066 0.0047 0.0066
C 2.349306 0.921049 2.174878 -0.0112 -0.0217 0.0317
N 0.986785 0.643561 1.680586 -0.0499 -0.1363 -0.0990
C 0.090740 1.813198 1.851369 0.0104 -0.0284 0.0220
C -0.891123 1.929148 0.699081 -0.0327 -0.0175 -0.0365
N -0.275111 1.558388 -0.589406 0.1060 0.1116 0.0463
C 0.398821 2.656645 -1.313510 -0.0518 -0.0115 -0.0241
C 1.597803 3.134390 -0.516365 -0.0096 0.0023 0.0225
N 2.342409 1.946923 -0.043159 0.0992 -0.0959 0.0517
H 2.802781 3.012405 1.725829 -0.0069 0.0000 -0.0049
H 4.032986 1.870715 1.216651 0.0022 0.0022 0.0093
H 2.927643 0.001977 2.094504 -0.0055 0.0033 -0.0038
H 2.327118 1.219039 3.226281 0.0004 -0.0070 0.0039
H 0.554990 -0.116117 2.223560 0.1011 -0.1274 0.1087
H -0.454071 1.704385 2.788530 -0.0324 0.0126 0.0554
H 0.700412 2.706417 1.941601 -0.0188 0.0060 0.0274
H -1.719425 1.237298 0.851310 -0.0060 -0.0044 -0.0090
H -1.304530 2.941586 0.653627 -0.0167 -0.0037 0.0140
H -1.053425 1.204551 -1.181507 0.0096 0.0225 -0.0729
H 0.722251 2.256964 -2.277709 -0.0220 -0.0077 0.0049
H -0.293025 3.479447 -1.514131 -0.0041 -0.0019 0.0222
H 2.232909 3.774750 -1.129909 0.0007 -0.0009 -0.0026
H 1.280829 3.729817 0.337596 0.0057 0.0030 0.0024
H 3.067618 1.743175 -0.718939 0.0201 0.0084 0.0057
C 0.612141 -1.677744 -4.621623 -0.0097 -0.0087 0.0035
C -0.571679 -2.375731 -4.702016 0.0017 0.0044 -0.0060
C -1.537719 -2.110589 -3.745653 -0.0004 0.0206 0.0208
C -1.280434 -1.240405 -2.696539 -0.0310 0.0285 -0.0137
N -0.060220 -0.664614 -2.529165 -0.0572 -0.0216 -0.0659
C 0.809634 -0.842845 -3.536908 0.0281 -0.0226 0.0218
C -2.472979 -0.822226 -1.901649 0.0016 -0.0180 0.0240
C -3.485095 -1.726250 -1.593653 0.0003 0.0172 -0.0178
C -4.665879 -1.251747 -1.059191 0.0115 -0.0100 -0.0074
C -4.808362 0.109523 -0.837457 0.0046 0.0092 -0.0066
C -3.737142 0.930227 -1.132785 -0.0279 -0.0047 0.0119
N -2.595300 0.483466 -1.659318 -0.0213 -0.0455 -0.0260
H 1.399419 -1.768833 -5.355740 -0.0001 0.0023 -0.0018
H -0.768652 -3.067755 -5.509596 -0.0029 0.0004 0.0006
H -2.524862 -2.536928 -3.838953 -0.0214 -0.0123 0.0053
H 1.732676 -0.300668 -3.488994 -0.0099 -0.0025 -0.0083
H -3.332290 -2.785279 -1.742590 0.0014 -0.0102 -0.0191
H -5.463946 -1.938372 -0.810366 -0.0003 -0.0007 0.0010
H -5.720457 0.526221 -0.434313 0.0000 0.0011 -0.0004
H -3.795971 1.999419 -0.959252 0.0024 0.0005 0.0021
O 5.031506 0.318554 -1.589906 0.0014 0.0118 0.0103
P 3.880514 -0.573461 -2.249662 0.0130 0.0298 0.0598
O 3.962887 -0.671891 -3.702174 0.0007 -0.0038 0.0053
O 2.605130 0.083198 -1.647661 -0.1550 0.0061 -0.2230
O 3.985707 -1.989540 -1.524126 -0.0036 0.0070 0.0443
P 3.393978 -2.411815 -0.078087 0.0134 0.0391 -0.0804
O 4.221944 -1.494732 0.946693 0.0583 -0.0201 0.0020
O 3.513609 -3.837518 0.157915 -0.0236 -0.0138 -0.0362
O 2.000225 -1.732112 -0.046644 0.2915 0.2653 0.4432
H 5.802188 0.382875 -2.168958 0.0028 -0.0020 0.0018
H 4.971259 -1.983756 1.312088 -0.0062 0.0012 0.0114
C -1.142637 -0.394565 5.343204 -0.0089 0.0165 0.0135
C -1.826948 -0.783619 4.069106 0.0295 0.0204 0.0822
C -3.187522 -1.043077 4.008878 -0.0056 -0.0329 -0.0367
C -3.701432 -1.400268 2.774962 -0.0158 -0.0084 0.0527
N -2.951915 -1.505982 1.683719 -0.0248 0.0020 0.0062
C -1.652433 -1.259024 1.833187 -0.0006 0.1278 0.0007
S -0.648674 -1.603984 0.425651 0.0046 0.1813 -0.2210
N -1.064073 -0.891678 2.976553 0.0784 0.1076 -0.1429
H -1.834392 -0.394280 6.182369 -0.0061 -0.0053 -0.0014
H -0.710653 0.604528 5.257390 0.0169 -0.0071 -0.0287
H -0.330272 -1.089746 5.555722 0.0006 0.0106 -0.0192
H -3.814855 -0.975592 4.885472 0.0014 -0.0033 0.0019
H -4.758110 -1.614343 2.654040 -0.0062 0.0114 -0.0032
```
Positions in Å, forces in eV/Å.

Calculated values
charge = +1
frontier orbital gap = 7.14 eV
energy above the lowest of the compared OMol25 structures with the same formula, charge and spin = 89.65 kJ/mol
max |F| = 0.59 eV/A
electronic energy = -3658.8090 Ha
LUMO level = -0.1389 Eh

3.
A cluster of 5 separate species, CH11O4S in total, computed with ωB97M-V/def2-TZVPD.

```
17
Properties=species:S:1:pos:R:3:forces:R:3
C -2.766179 0.556415 -0.328097 0.9766 1.8237 2.9112
S -1.214144 0.567948 -1.181659 1.0764 -1.0095 -1.2760
H -3.604023 -0.013793 -0.631838 -0.5976 -0.8447 -0.6067
H -2.985769 1.620661 -0.373237 -0.9792 0.0365 0.1170
H -2.558377 0.410854 0.792291 -0.6064 -0.2548 -1.3766
H -0.172897 0.801733 0.498530 0.3468 0.1353 0.4118
H 1.284114 0.566347 0.545708 0.4153 -0.0569 -0.0903
O 0.612734 0.867687 1.157729 -0.2717 0.1485 -0.3594
H 1.360260 0.439636 2.703114 -0.2978 -1.2728 1.9726
H 1.408459 -1.059991 3.074354 0.0144 1.9684 1.2261
O 1.466352 -0.159161 3.546104 0.0641 -0.8408 -2.9703
H 1.066183 -2.175399 -0.324017 -1.2859 -0.9595 1.2942
H -0.420785 -2.354904 -0.221316 -0.0107 0.1499 0.3130
O 0.380185 -2.659428 0.237861 1.2690 0.9493 -1.5883
H 2.216198 1.391847 -2.665985 -0.1338 1.6360 2.8134
H 1.693169 0.223944 -3.354417 -1.1004 -1.2558 0.0891
O 2.234519 0.975602 -3.475122 1.1209 -0.3528 -2.8811
```
Positions in Å, forces in eV/Å.

Calculated values
charge = -1
frontier orbital gap = 6.74 eV
energy above the lowest of the compared OMol25 structures with the same formula, charge and spin = 124.04 kJ/mol
max |F| = 3.57 eV/A
electronic energy = -743.8664 Ha
LUMO level = 0.1232 Eh

Number 1: HOMO energy -8.979 eV. Number 2: HOMO energy -10.915 eV. Number 3: HOMO energy -3.392 eV.